Density functional theory data (ωB97M-V/def2-TZVPD) for 5 unconnected molecules or ions with the total composition C30H30O10 in a non-equilibrium geometry.

Last column: Löwdin charge in e.
Atoms and positions in Å:
O (9.00800, 7.95100, 27.72400)  0.0553
C (9.63800, 6.95300, 27.11400)  -0.2862
C (9.84000, 5.67700, 27.66500)  0.0019
C (10.63300, 4.76400, 27.04300)  -0.0001
C (11.26900, 5.01900, 25.84200)  -0.3014
O (12.14100, 4.09600, 25.29700)  0.0371
C (11.19300, 6.29300, 25.34900)  -0.0042
C (10.35800, 7.23900, 25.92200)  0.0277
H (8.93800, 8.72800, 27.15300)  0.0763
H (9.23200, 5.33600, 28.47200)  0.1094
H (10.83600, 3.86400, 27.55000)  0.1179
H (13.03300, 4.25400, 25.17400)  0.0407
H (11.62200, 6.56600, 24.46300)  0.0856
H (10.20400, 8.13900, 25.64100)  0.0437
O (14.46100, 5.92200, 25.61100)  0.0381
C (14.94600, 5.56100, 24.33200)  -0.1692
C (14.78500, 6.49800, 23.22500)  -0.0478
C (15.07700, 6.17700, 22.00600)  -0.0705
C (15.64000, 4.92500, 21.70700)  -0.2281
O (16.13800, 4.57800, 20.43200)  0.0322
C (15.90900, 3.93600, 22.76300)  -0.0016
C (15.54100, 4.25300, 24.00400)  -0.0276
H (14.19200, 6.74300, 25.86700)  0.0522
H (14.43500, 7.41900, 23.40500)  0.0791
H (15.00600, 6.85100, 21.17100)  0.1210
H (15.84100, 5.25400, 19.86100)  0.0630
H (16.46600, 2.90600, 22.50700)  0.1731
H (15.79100, 3.67000, 24.69500)  0.0373
O (3.52900, 11.97000, 26.90500)  0.0284
C (4.91600, 11.67100, 26.87800)  -0.2818
C (5.29100, 10.32600, 26.57700)  0.0162
C (6.71900, 10.12700, 26.41400)  -0.0426
C (7.64400, 11.11400, 26.45700)  -0.3536
O (8.98000, 10.84900, 26.24000)  0.0202
C (7.21300, 12.36100, 26.84200)  -0.0238
C (5.84600, 12.69600, 26.87900)  -0.0113
H (3.05100, 11.20000, 27.09500)  0.0567
H (4.71800, 9.33000, 26.66500)  0.1469
H (6.93000, 9.12000, 26.18900)  0.0965
H (9.49800, 11.66200, 26.01100)  0.1341
H (7.88600, 13.27200, 26.82500)  0.1364
H (5.69900, 13.76200, 27.09000)  0.1253
O (8.10900, 7.12500, 30.57200)  0.0440
C (7.06900, 7.73000, 31.10800)  -0.3930
C (6.45000, 7.55200, 32.27200)  -0.0313
C (5.35200, 8.29900, 32.76800)  0.0408
C (4.65000, 9.05800, 31.76300)  -0.3097
O (3.50700, 9.73600, 32.06400)  0.0822
C (5.34800, 9.27800, 30.58000)  -0.0369
C (6.54100, 8.61900, 30.15300)  0.0025
H (8.29900, 7.09700, 29.60800)  0.0884
H (6.97000, 6.81500, 32.84300)  0.1152
H (4.97000, 8.17400, 33.72000)  0.0847
H (3.25100, 10.19400, 31.35100)  0.0250
H (4.80000, 9.79800, 29.65700)  0.1340
H (6.90800, 8.98200, 29.15500)  0.1117
O (10.20500, 2.80900, 23.83300)  0.0284
C (10.32100, 2.90600, 22.46800)  -0.2622
C (10.98800, 4.08100, 21.91300)  0.0090
C (11.02600, 4.19300, 20.50200)  -0.0403
C (10.42100, 3.25000, 19.65500)  -0.3499
O (10.47000, 3.48500, 18.37000)  0.0841
C (9.79700, 2.13100, 20.25500)  0.0048
C (9.69600, 1.92800, 21.64400)  0.0127
H (10.71400, 3.44000, 24.31800)  0.0253
H (11.36300, 5.06100, 22.31700)  0.1124
H (11.45700, 5.02200, 20.00500)  0.0913
H (10.50600, 4.36100, 18.09300)  0.0772
H (9.26400, 1.45600, 19.80000)  0.0504
H (9.14600, 1.10200, 21.98100)  0.0973

Computed properties:
E_tot = -52063.865 eV
SMILES = Oc1ccc(O)cc1.Oc1ccc(O)cc1.Oc1ccc(O)cc1.Oc1ccc(O)cc1.Oc1ccc(O)cc1
strongest force on any atom = 8.26 eV/Å
Kohn-Sham gap = 0.27901 Ha
energy relative to the best compared isomer or geometry (same formula, charge and spin) = 607.87 kJ/mol

Density functional theory data (ωB97M-V/def2-TZVPD) for a molecular structure, C30H31AsBBeBrCl2F22N3O12S in a non-equilibrium geometry.

Last column: Löwdin charge in e.
Atoms and positions in Å:
C (4.09364, 3.74649, 4.36752)  0.0102
C (4.64948, 2.53145, 3.70133)  -0.1246
C (4.13861, 1.95631, 2.21578)  -0.2762
C (4.58292, 2.79141, 0.86839)  -0.1237
C (4.56383, 4.44890, 1.08443)  -0.2185
C (6.09156, 4.82599, 1.61308)  -0.1398
C (5.00259, 0.52493, 2.16665)  -0.5820
Br (4.66561, -0.80797, 3.67049)  0.9035
C (6.63781, 0.58787, 2.18119)  -0.1454
O (7.26834, 0.18517, 0.89724)  -0.1198
N (8.12030, -0.81152, 1.26804)  -0.0048
O (9.28243, -0.46570, 1.06380)  0.0692
O (4.29636, -0.15429, 1.05376)  -0.0953
C (2.86551, -0.17187, 1.50741)  -0.3195
O (2.03423, -1.19460, 1.29865)  0.0380
C (2.59810, 1.30229, 2.24701)  -0.5616
Cl (1.74807, 1.26490, 3.93574)  0.6933
S (1.28898, 2.03215, 1.11859)  0.8642
O (1.47151, 3.56851, 1.15016)  -0.3295
O (1.55863, 1.40974, -0.30716)  -0.3491
C (-0.47643, 1.59598, 1.54913)  -0.2388
F (-1.02600, 2.35928, 2.73166)  0.0014
F (-0.54490, 0.14937, 1.98346)  0.0026
C (-1.56180, 1.73460, 0.33154)  -0.0988
F (-1.31320, 0.76530, -0.80141)  0.0041
F (-2.88381, 1.28186, 0.90875)  0.0445
C (-1.68401, 3.20944, -0.35719)  -0.0689
F (-0.45617, 3.62867, -1.13165)  0.0337
F (-2.75562, 3.08174, -1.41633)  0.0016
C (-2.17092, 4.42419, 0.62202)  -0.1485
F (-1.11951, 5.01532, 1.47962)  0.0677
F (-3.33218, 4.12308, 1.48815)  0.0685
F (-2.62310, 5.53875, -0.29331)  0.0294
H (3.24285, 4.44191, 3.90272)  0.0839
H (4.43788, 4.05782, 5.46237)  0.0942
H (5.47719, 1.93920, 4.32576)  0.1249
H (5.66052, 2.55093, 0.47378)  0.1306
H (3.85829, 2.61132, -0.06307)  0.1193
H (4.48363, 4.89855, -0.01366)  0.1190
H (3.71238, 4.80794, 1.80252)  0.0838
H (6.62941, 3.90530, 2.14276)  0.0643
H (6.09510, 5.74938, 2.33871)  0.0830
H (6.77214, 5.06840, 0.66427)  0.0896
H (7.07160, -0.10104, 3.05244)  0.1244
H (6.99866, 1.68728, 2.41297)  0.1388
F (6.93710, -4.75129, 8.12866)  -0.2808
As (5.76780, -3.75116, 7.16222)  0.9669
F (4.37877, -4.65337, 7.90882)  -0.2761
F (5.83714, -4.97044, 5.81698)  -0.2936
F (4.59872, -2.75128, 6.19563)  -0.3467
F (7.15687, -2.84883, 6.41568)  -0.2896
F (5.69832, -2.53202, 8.50748)  -0.2319
C (-0.15874, 1.34383, -3.81745)  0.0541
N (-1.34696, 0.62155, -4.31489)  -0.0656
C (-2.55955, 1.21469, -4.23788)  0.0381
C (-3.69683, 0.57500, -4.73782)  0.0651
C (-3.59402, -0.68674, -5.33154)  -0.1395
C (-2.32429, -1.27636, -5.37013)  0.0590
C (-1.21446, -0.60758, -4.85574)  0.0417
C (-4.75808, -1.37156, -5.92232)  -0.1563
C (-4.75697, -1.74450, -7.27192)  0.0551
C (-5.83653, -2.43644, -7.81857)  0.0252
N (-6.89993, -2.76185, -7.05281)  -0.1232
C (-6.94891, -2.39700, -5.75127)  -0.1897
C (-5.88914, -1.69859, -5.16795)  -0.0545
C (-8.01649, -3.53771, -7.62685)  0.0394
H (-0.33175, 1.59722, -2.76845)  0.0792
H (-0.04132, 2.24395, -4.42738)  0.1243
H (0.72767, 0.71219, -3.90889)  0.1168
H (-2.60669, 2.20296, -3.78693)  0.1477
H (-4.65550, 1.08890, -4.67673)  0.1398
H (-2.18315, -2.26685, -5.80068)  0.1440
H (-0.22105, -1.04799, -4.88270)  0.1582
H (-3.91431, -1.49888, -7.91710)  0.1441
H (-5.84965, -2.73852, -8.86328)  0.1543
H (-7.83287, -2.68087, -5.18591)  0.0884
H (-5.95256, -1.43840, -4.11248)  0.1359
H (-8.93484, -2.96260, -7.48773)  0.0983
H (-8.06219, -4.49189, -7.09425)  0.1224
H (-7.84191, -3.71254, -8.69153)  0.1116
C (-8.52474, -3.07291, -2.51937)  -0.0560
C (-9.62646, -2.04712, -2.71581)  -0.2246
O (-10.84756, -2.49718, -2.11012)  0.0160
C (-10.96541, -2.28472, -0.76074)  -0.3122
O (-10.09919, -1.75049, -0.07385)  0.1557
C (-12.32623, -2.76171, -0.25847)  -0.4686
F (-12.67654, -3.98296, -0.75773)  0.1439
F (-13.33058, -1.90864, -0.60878)  0.1503
F (-12.38417, -2.87962, 1.09835)  0.1530
H (-8.84178, -4.05315, -2.88883)  0.0951
H (-7.61603, -2.77091, -3.04785)  0.0432
H (-8.28484, -3.19535, -1.45850)  0.0934
H (-9.82763, -1.92753, -3.78552)  0.0920
H (-9.33659, -1.06325, -2.33060)  0.1279
O (12.27368, -2.29652, 0.76197)  -0.1871
Cl (12.56940, -1.31950, 1.79164)  0.7126
O (11.61133, -1.45072, 2.87213)  -0.1593
O (12.48507, 0.01485, 1.23056)  -0.1972
O (13.90761, -1.54530, 2.30238)  -0.1656
Be (-8.13058, -0.27701, -5.96887)  0.5287
B (7.16943, -1.40204, 11.45514)  -0.9542
F (7.44595, -2.77286, 11.05753)  0.1804
F (6.55073, -1.39437, 12.77075)  0.1249
F (8.41296, -0.65022, 11.50011)  0.1353
F (6.26801, -0.79058, 10.49212)  0.1671

Computed properties:
E_tot = -288236.096 eV
total charge = +1
strongest force on any atom = 9.62 eV/Å
Kohn-Sham gap = 0.05104 Ha